1.
Here is a molecular structure, C21H43Cl2N9SScSe from the OMol25 dataset. Energies are from wB97M-V/def2-TZVPD.

Structure (XYZ):
```
78
Properties=species:S:1:pos:R:3:forces:R:3
S -0.4771 -2.2353 1.0264 -0.094 0.426 -0.066
N 0.5654 0.8364 -0.3661 0.087 0.551 0.246
H 2.7120 -0.8023 3.7089 0.009 0.019 -0.028
C -4.0195 1.8044 0.7514 -0.025 -0.014 0.011
H 2.2854 2.8629 -2.4730 0.003 -0.007 -0.010
C 2.0298 2.7128 0.2467 0.031 -0.011 -0.007
H 3.1717 0.2279 0.0243 0.008 -0.008 -0.027
H 1.4113 1.9424 3.2361 -0.011 -0.010 0.024
C -2.4092 0.3811 -3.2434 0.009 -0.001 -0.010
N 1.2777 -0.5860 2.1908 0.094 0.300 -0.223
H -6.1177 0.6137 1.7740 0.000 -0.002 0.001
Cl -2.4085 -1.1104 -2.2594 -0.056 -0.142 -0.076
H -5.9433 1.2772 3.4078 0.001 0.003 0.000
H -1.3086 0.5631 2.2707 -0.032 -0.023 0.178
H -1.6179 2.1980 1.6537 0.027 -0.016 0.022
H 0.9156 0.8541 4.5279 0.000 -0.036 0.015
H 3.0991 0.3170 2.4346 0.005 0.025 0.001
H 1.2361 -1.2618 4.9818 -0.018 0.011 0.024
H -3.5106 2.6790 0.3429 0.002 0.004 0.006
H 2.6321 -3.0722 6.0086 0.000 0.003 -0.002
Se 0.5408 -1.3526 -4.1129 0.034 -0.055 0.022
H -3.3477 0.4306 -3.7815 -0.006 -0.008 0.012
C -3.7252 -0.4200 1.6212 0.020 -0.005 -0.023
H -2.9947 -1.2004 1.8428 -0.006 0.006 0.008
C -3.7846 2.6717 2.9548 -0.005 -0.026 -0.003
Cl -2.2761 1.7832 -2.1669 0.035 0.037 -0.088
H -3.9984 0.7274 4.7186 -0.008 0.001 0.002
C 3.4825 0.0713 -4.7950 -0.001 -0.001 0.003
H 2.6739 -0.1115 -1.6373 0.001 0.002 -0.007
H 3.0959 -2.8693 4.3134 -0.001 0.006 -0.003
C 2.7983 -2.4512 -7.2663 0.003 0.004 0.000
N -3.0072 0.7496 1.0291 0.283 0.035 -0.039
C -3.4757 0.4633 3.7995 0.022 0.007 -0.005
H 1.1758 1.5325 -2.8745 -0.041 0.002 0.014
H -2.7386 -0.3123 4.0238 -0.025 0.015 -0.003
H 1.1896 3.4031 0.3471 -0.015 -0.021 0.020
N -2.7777 1.6531 3.2939 -0.061 -0.009 -0.027
H 4.5491 -1.1230 -7.0873 -0.002 0.004 -0.002
H 2.9105 3.2865 -0.0512 -0.008 0.014 -0.007
H 0.5783 2.9791 -2.0378 -0.022 -0.008 0.001
C 1.7705 -1.6059 -5.4666 -0.005 0.032 0.019
C 1.7563 1.1463 3.8967 -0.003 0.008 -0.004
H -4.4276 -0.7947 0.8741 0.002 -0.005 -0.002
C 2.9173 0.6879 -0.9352 0.007 0.054 0.009
N 1.6773 -2.5138 -6.4620 -0.011 -0.007 -0.006
C 1.7103 1.6239 -0.7804 0.028 -0.215 0.001
H 0.5192 -4.1218 -5.7910 -0.002 0.005 0.005
C 0.5640 -3.4302 -6.6302 0.002 0.001 -0.004
H -3.2776 3.5576 2.5689 -0.001 0.000 -0.004
C 0.5362 -1.6620 2.3304 -0.048 -0.510 0.092
Sc -1.0086 0.0442 -0.1956 -0.291 -0.493 -0.270
H 2.9248 -3.0915 -8.1202 -0.001 0.002 -0.001
H 0.7090 -3.9789 -7.5570 0.003 -0.001 0.001
N -4.4388 -0.0588 2.8285 -0.005 -0.023 0.006
H 1.1627 -0.0913 1.2766 -0.100 -0.165 0.109
N -4.7382 2.1813 1.9558 0.014 0.021 0.011
H -4.3276 2.9454 3.8591 -0.002 0.004 0.003
C -2.0966 1.3038 2.0658 0.134 0.085 0.119
H 3.9504 0.8371 -5.4099 0.005 -0.002 0.001
H -0.0867 -3.2554 3.2753 -0.028 0.009 0.004
H -4.7209 1.4255 0.0067 0.003 -0.004 -0.004
N 2.9482 -0.9695 -5.6541 -0.007 0.002 -0.013
H 2.5412 1.5524 4.5349 0.000 0.000 0.002
H 4.2140 -0.3449 -4.1030 -0.005 -0.001 0.004
H 2.2361 2.2747 1.2247 -0.001 -0.011 0.024
C 3.5921 -1.4878 -6.7614 0.003 -0.002 0.000
H -1.5373 0.3357 -3.8922 0.001 0.001 0.011
H 2.6626 0.5014 -4.2273 0.002 0.005 -0.004
C -5.4025 0.9957 2.5040 -0.015 0.003 0.001
H 0.2590 -2.6205 5.4558 0.000 -0.008 -0.003
C 1.0456 -2.3081 4.7677 0.022 0.008 0.016
C 1.4205 2.2904 -2.1272 0.028 0.012 -0.032
N 0.4857 -2.4387 3.4221 -0.014 0.059 -0.038
H -0.3682 -2.8714 -6.6704 -0.001 -0.001 -0.004
H 2.0639 -4.2144 4.7898 -0.003 0.001 0.001
C 2.2893 -0.0228 3.0814 0.037 0.056 0.006
C 2.2845 -3.1639 4.9797 0.014 0.014 -0.010
H 3.7977 1.2298 -1.2915 0.001 -0.011 -0.002
```
Forces are in eV/Å.

E_tot (hartree): -5799.37570
Gap between HOMO and LUMO (eV): 7.627
Total charge: +1
Maximum force (Eh/bohr): 0.01231



2.
Here is 9 unconnected molecules or ions with the total composition C21H43ClNO32S8 at a distorted geometry from the OMol25 dataset. Energies are from wB97M-V/def2-TZVPD.

Structure (XYZ):
```
106
Properties=species:S:1:pos:R:3:forces:R:3
H -5.5862 -0.6315 -1.0281 0.012 -0.643 -0.369
H 6.7772 5.2339 6.8547 0.035 -0.013 0.032
C -3.4662 -0.2337 -1.2888 0.887 -0.759 -0.367
S -1.8826 -3.5853 -6.5583 0.902 -0.770 0.088
S -3.5947 1.5242 -9.2111 -0.089 -0.258 0.044
C -6.4101 -2.1586 2.4458 0.042 0.166 -0.386
H -4.5853 -3.2291 -2.2329 -0.528 0.415 -0.062
C -3.9663 -0.9112 -8.8122 0.391 -0.281 -0.108
H 3.6375 -5.7295 -1.8220 -0.134 0.102 -0.211
S 1.4492 -7.7423 -3.4894 0.530 -0.067 0.513
O -1.7763 -5.1416 -6.2546 -0.180 0.511 0.370
O 1.9514 -6.3456 -2.8791 0.182 -0.124 -0.357
C 6.3424 5.4659 7.8295 0.331 -0.054 -0.382
C 3.7018 -7.8188 -2.4355 0.396 0.256 -0.210
S 2.4804 8.4501 4.1257 0.283 -0.140 -0.201
H -1.7684 -1.4911 -0.7064 -0.103 -0.020 0.111
H -2.8617 0.3139 -2.0227 -0.116 0.331 0.322
O -5.5016 -2.0038 3.5374 -0.003 -0.368 0.052
O -0.1862 0.3909 0.1954 -0.220 -0.218 -0.323
H 6.7409 6.7864 9.5007 0.011 -0.025 -0.009
O -4.5509 2.5047 -8.8444 -0.002 0.069 -0.114
H 6.4217 4.5964 8.4766 -0.243 0.022 0.034
C 2.9844 -6.5931 -1.9107 -0.047 -0.167 0.493
O 4.9662 5.8218 7.6339 -0.021 0.201 0.279
O -2.9141 0.9437 -7.8712 0.098 -0.144 -0.300
C 6.9680 6.7045 8.4359 -0.028 -0.136 0.461
O -4.3809 0.1899 -9.6308 -0.061 0.229 0.336
O 3.9210 7.9768 8.1745 -0.190 -0.023 -0.160
H 5.0329 7.4537 2.1180 0.054 0.130 0.202
O -4.8213 -3.8407 2.1274 0.007 0.437 -0.123
N -5.0086 -1.2655 -3.0225 -0.657 -0.590 1.280
O 2.6593 -8.6453 -2.9771 -0.304 0.193 0.155
H 0.0784 -5.6872 -6.9689 0.018 -0.024 0.034
H 0.7369 -1.6079 3.7038 -0.239 0.027 -0.131
C 2.7401 3.0857 6.5462 0.336 0.281 0.335
H 3.3995 9.1135 1.3911 0.023 -0.024 -0.004
H 2.5085 -6.7894 -0.9480 0.033 -0.006 -0.001
H -4.7790 -1.6239 -8.6970 -0.127 0.153 -0.127
C -4.8923 -0.3636 -1.8249 0.524 1.597 0.635
Cl -6.6854 -1.7777 -3.1220 0.024 0.285 -0.524
H -2.2902 -1.4612 -3.1896 0.129 -0.517 -0.337
C -2.7611 -1.5971 -1.1281 -1.247 -0.130 -0.873
O 2.0448 -0.0986 1.1020 -0.130 -0.416 -0.210
H 3.4629 3.3372 7.3243 -0.027 0.040 -0.008
S -4.2072 -2.9221 3.2980 -0.351 -0.046 -0.157
C 4.0277 7.3763 2.5235 -0.161 -0.383 -0.092
C -3.5584 -0.2746 -7.5008 -0.345 -0.011 0.250
H 4.3907 -7.5643 -3.2429 -0.002 0.003 0.020
H -2.8866 -0.9016 -6.9223 0.150 0.198 -0.105
H 1.4544 0.5940 2.9505 0.050 -0.002 0.026
C 0.1862 -4.2584 -5.3482 -0.054 -0.219 0.496
H 2.9711 -0.3181 2.9526 0.136 -0.065 -0.285
C 1.9820 -0.2626 2.5328 -0.686 -0.225 0.174
H 1.2662 -4.2025 -5.4471 -0.046 0.194 -0.168
O -3.1809 -2.1229 2.7292 0.152 -0.125 0.044
C -6.2279 -3.5957 2.0006 -0.319 -0.205 0.282
O -2.8723 -3.0228 -5.6939 -0.230 0.092 -0.210
O 1.9250 8.3723 2.6182 0.045 -0.290 0.199
O 3.9731 7.9638 3.8287 -0.629 0.512 -1.559
O 0.2688 -8.1340 -2.8097 -0.156 -0.077 -0.278
O 1.0872 -1.5885 -0.5910 -0.200 0.150 -0.255
O 0.1871 -1.5078 1.6979 -0.041 0.341 -0.182
C -0.3959 -5.4861 -6.0073 0.411 -0.167 -0.388
H -3.4211 -2.2404 -0.5292 0.556 0.026 0.452
S 4.8617 7.3947 7.2923 0.380 -0.184 0.101
O -4.0085 -3.7235 4.4453 0.230 0.170 0.100
O 3.1227 1.8236 5.9672 -0.116 0.022 -0.422
H -7.4262 -1.9436 2.7652 0.092 0.024 0.222
H -6.5478 -3.7587 0.9740 0.209 -0.050 -0.040
H 1.9277 3.9801 4.7526 0.009 0.029 0.012
O 5.4960 1.8688 5.3129 0.103 -0.111 -0.233
S 0.7198 -0.6795 0.4389 0.472 0.086 0.785
H -3.1204 -1.4029 -9.2937 0.000 -0.027 0.064
C -4.1849 -2.5065 -2.9447 1.673 -1.067 -0.895
S 4.1904 2.0769 4.8026 -0.207 0.452 0.330
O 3.9571 3.6464 4.6320 0.165 -0.286 0.237
O 1.8143 7.4485 4.8858 -0.144 0.091 0.030
O -0.4408 -3.1558 -6.0300 -0.249 -0.038 -0.233
H 3.7513 6.3219 2.6116 0.027 0.001 -0.060
H -3.4727 0.3025 -0.3377 -0.182 0.149 -0.219
H -5.2022 0.6319 -2.1596 -0.203 -0.234 -0.084
H 1.7476 3.0217 6.9827 -0.016 -0.253 -0.117
C 2.8083 4.0584 5.3931 -0.575 0.233 -0.007
H 2.6613 7.5913 0.8417 -0.207 -0.012 0.114
C 1.1973 -1.5424 2.7216 0.362 -0.244 0.047
H 2.9218 5.0871 5.7275 0.213 0.014 -0.178
O -2.5714 1.7826 -10.1528 0.031 0.167 0.056
H -4.7953 -0.7383 -3.8729 0.015 -0.147 -0.015
H 8.0447 6.7394 8.2919 -0.044 0.184 -0.150
C -2.7399 -2.2286 -2.5473 0.030 1.377 1.287
O 1.5036 -7.6458 -4.9059 -0.233 0.095 -0.038
H 4.2392 -8.3527 -1.6566 -0.179 -0.187 -0.031
H 1.8213 -2.4226 2.5544 -0.005 0.013 0.008
O 6.3412 7.7999 7.7567 -0.116 -0.244 -0.324
O 2.5148 9.8041 4.5352 -0.059 -0.059 0.221
H -0.0827 -4.2055 -4.2910 0.034 0.003 -0.006
H -2.1368 -3.1359 -2.5333 -0.261 -0.060 -0.401
O 4.7727 7.5374 5.8783 0.353 -0.064 1.461
H -4.1613 -2.9323 -3.9493 -0.457 -0.055 0.136
H -6.1203 -1.4563 1.6585 -0.047 -0.014 -0.016
H -4.4346 -0.0229 -6.8920 -0.045 -0.059 -0.040
O -1.9248 -3.3828 -7.9598 -0.377 0.429 0.043
C 3.0078 8.1456 1.7106 0.300 0.293 -0.207
H -6.7575 -4.2866 2.6588 -0.034 0.027 -0.020
H -0.3295 -6.3684 -5.3838 -0.314 -0.019 -0.032
O 3.7297 1.4052 3.6331 0.539 0.327 0.380
```
Forces are in eV/Å.

E_tot (hartree): -6933.63414
Gap between HOMO and LUMO (eV): 8.133
Total charge: +1
Maximum force (Eh/bohr): 0.04234



3.
Here is a molecular structure, C21H43N2P3PdS at a distorted geometry from the OMol25 dataset. Energies are from wB97M-V/def2-TZVPD.

Structure (XYZ):
```
71
Properties=species:S:1:pos:R:3:forces:R:3
H 2.0907 2.8251 -0.0249 0.010 -0.042 0.018
H -0.1509 -5.6749 2.3029 0.520 0.078 -0.045
H -4.0567 3.1230 -0.8499 0.009 0.036 0.017
H 3.8217 -2.6205 3.3973 -0.192 0.051 0.091
H 0.2131 -0.3958 3.7500 -0.336 -0.170 -0.083
C 2.1361 1.4912 2.7173 -0.214 0.142 0.046
H -2.3141 -1.2524 -0.1355 -0.194 -0.036 0.301
H -3.6308 -0.5580 -4.0621 0.273 -0.337 0.149
P -0.6426 -0.4479 1.4272 0.227 -0.270 0.739
C 0.4796 -4.8018 2.1562 0.140 0.616 -0.379
C 4.3941 0.1859 1.6336 0.164 -0.323 -0.215
H -2.0775 1.3816 1.8197 0.131 0.295 -0.143
H 5.0967 1.0211 1.6112 0.085 -0.038 0.030
H -1.3359 4.5649 -4.3795 -0.173 0.020 0.080
C 1.8957 -3.1311 2.6629 -1.249 -1.506 -0.267
Pd 1.4206 -0.9758 0.3388 -2.198 -0.578 2.088
C -1.6804 4.7766 -1.2967 0.619 -0.283 0.379
C -2.8795 -1.0594 -3.4431 0.768 1.894 -0.250
S -1.3019 1.2048 -3.6827 0.096 -0.883 -1.033
C -3.9863 3.1034 -1.9371 0.085 -0.585 0.184
H -0.6224 4.9732 -1.5304 -0.356 0.091 0.043
P 2.7668 0.8209 1.1705 0.431 0.228 1.046
H 1.9335 -2.5678 -2.1704 0.047 0.215 0.606
H 4.7463 -0.6055 0.9645 0.045 0.254 0.154
C -1.9787 -3.0568 -2.4114 2.083 0.072 0.789
H -0.1254 -0.3287 -1.5739 -0.628 -0.314 -0.276
C -0.6613 -0.7857 3.2206 -0.082 0.202 -0.171
H -1.7476 4.4126 -0.2601 -0.050 0.164 -0.326
H 3.5914 2.1646 -0.7317 -0.114 0.058 0.350
H -3.9365 -2.9307 -3.1982 -0.564 -0.094 -0.353
C 2.7661 -2.3509 3.5382 0.673 0.639 0.456
H 2.7226 0.2387 -1.1197 0.941 -0.840 -0.836
C -0.8795 -2.3236 -1.9725 -1.108 -2.016 -0.205
H -2.7889 3.6483 -4.8172 -0.035 0.169 0.151
H 4.3443 -0.2117 2.6508 0.062 0.099 -0.189
N 1.3283 -2.8300 1.4901 0.548 0.302 0.622
H 3.0189 1.8424 3.2582 -0.168 0.124 0.153
C -1.1342 1.2961 1.2657 -0.119 -0.089 0.051
H -2.9506 -0.9172 1.5094 -0.016 -0.277 -0.168
C -2.3557 4.3121 -4.0604 0.493 -0.482 -0.693
C 2.7830 -0.8733 -1.0742 1.840 -0.134 -2.374
C 3.0400 2.3377 0.2051 0.054 -0.208 -0.551
H -4.2151 2.0940 -2.2786 -0.249 0.039 -0.101
P -2.3269 3.5391 -2.4462 -1.175 2.650 0.744
H -2.9397 5.2408 -4.0081 0.008 -0.154 0.189
H 1.4773 2.3371 2.5005 0.147 -0.089 0.242
H -1.3017 1.5428 0.2066 0.059 0.008 0.278
H -0.1005 -3.8281 0.2403 -0.029 -0.205 0.236
C 0.4571 -3.8573 1.1628 -0.005 -0.256 0.454
H 2.4996 -2.5397 4.5911 0.192 0.116 -0.375
H 2.6585 -1.2754 3.3463 -0.036 -0.360 0.075
C -3.0283 -2.3875 -3.0421 -0.529 0.038 -0.101
C -1.7520 -0.3384 -3.0069 -2.219 -0.322 -0.721
C -0.8791 -0.9415 -2.0920 0.828 0.432 -0.003
C 1.8372 -1.5115 -1.8944 2.761 0.274 -1.096
C -2.1264 -1.3607 0.9352 -0.124 0.171 -0.037
H 3.7425 -1.3754 -0.7604 -1.151 0.612 -0.194
H 1.6076 0.7482 3.3151 0.232 0.231 -0.025
H -2.0149 -2.4197 1.1962 -0.081 0.230 -0.098
H -1.5660 -0.2872 3.5882 0.160 -0.186 0.258
H 3.6274 3.0149 0.8391 -0.060 -0.162 -0.072
H -2.2533 5.7136 -1.3933 0.058 -0.283 -0.075
H -0.0330 -2.8510 -1.5634 -0.194 0.106 0.376
H -0.7467 -1.8670 3.3845 0.031 0.248 -0.032
H -2.0192 -4.1303 -2.2701 -0.034 0.030 -0.016
H -1.4271 1.9897 -2.5140 0.352 0.113 0.238
N 1.4241 -4.3504 3.0604 -0.516 0.539 -0.179
H -0.3847 1.9682 1.7039 -0.334 -0.193 -0.200
H -4.7027 3.8093 -2.3576 -0.019 0.056 -0.113
H 1.6168 -4.7788 3.9672 0.039 0.101 -0.434
H 1.5170 -0.9220 -2.7688 -0.655 -0.030 0.794
```
Forces are in eV/Å.

2S+1: 5
E_tot (hartree): -2483.94877
Gap between HOMO and LUMO (alpha / beta) (eV): 7.639 / 3.612
Total charge: +4
⟨S²⟩: 6.039
Maximum force (Eh/bohr): 0.06003